The following is a DFT calculation (wB97M-V/def2-TZVPD) of a structure of composition C44H108HgN7O16 in a non-equilibrium geometry.

CARTESIAN COORDINATES (ANGSTROEM)
Hg -1.607 -3.103 -2.376
C 1.091 -0.388 -0.396
C 0.124 -1.254 -1.181
O 0.471 -1.844 -2.212
O -1.051 -1.369 -0.765
H 0.836 0.661 -0.550
H 2.141 -0.621 -0.577
H 0.945 -0.562 0.670
C -1.429 1.756 -2.746
O -2.812 1.896 -3.020
C -3.394 3.122 -2.583
C -4.870 3.077 -3.012
N -5.500 4.357 -2.814
C -6.964 4.321 -3.141
C -7.240 3.662 -4.517
O -7.362 2.214 -4.464
C -7.841 1.679 -5.681
H -1.079 0.780 -3.083
H -1.144 1.815 -1.696
H -0.880 2.505 -3.317
H -2.874 4.009 -2.946
H -3.207 3.283 -1.521
H -5.437 2.340 -2.443
H -4.960 2.798 -4.062
H -5.459 4.571 -1.827
H -7.238 5.376 -3.147
H -7.481 3.752 -2.367
H -6.408 3.921 -5.173
H -8.142 4.097 -4.948
H -7.602 0.621 -5.788
H -7.520 2.181 -6.594
H -8.926 1.772 -5.638
C -1.533 -1.251 -5.116
O -2.194 -1.618 -3.932
C -3.576 -1.152 -3.858
C -4.158 -1.474 -2.462
N -3.851 -2.868 -2.014
C -3.964 -2.956 -0.592
C -3.210 -4.249 -0.043
O -1.826 -4.182 -0.313
C -1.124 -5.211 0.336
H -1.509 -0.170 -5.253
H -2.035 -1.685 -5.981
H -0.500 -1.598 -5.080
H -4.160 -1.632 -4.643
H -3.610 -0.063 -3.894
H -5.229 -1.274 -2.423
H -3.701 -0.777 -1.759
H -4.621 -3.304 -2.501
H -4.993 -3.149 -0.291
H -3.603 -2.082 -0.050
H -3.616 -5.170 -0.463
H -3.405 -4.448 1.011
H -1.223 -5.302 1.418
H -0.103 -4.956 0.053
H -1.337 -6.150 -0.174
C 1.755 0.693 -4.863
O 3.079 1.019 -4.461
C 3.271 0.798 -3.044
C 4.721 1.209 -2.596
N 4.902 2.605 -2.221
C 4.242 3.016 -0.998
C 4.314 4.547 -0.719
O 3.245 5.202 -1.332
C 2.863 6.537 -0.813
H 1.055 1.343 -4.339
H 1.547 -0.338 -4.579
H 1.564 0.770 -5.934
H 3.206 -0.279 -2.889
H 2.442 1.060 -2.386
H 5.343 1.041 -3.474
H 5.227 0.553 -1.888
H 4.620 3.102 -3.054
H 4.597 2.459 -0.131
H 3.171 2.812 -0.993
H 5.284 4.954 -1.005
H 4.189 4.630 0.361
H 2.073 7.034 -1.375
H 3.755 7.164 -0.828
H 2.514 6.374 0.206
C -6.919 2.016 -0.125
O -5.597 2.126 0.469
C -4.892 0.876 0.325
C -3.518 1.066 0.901
N -3.667 1.106 2.369
C -2.454 1.448 3.010
C -2.746 2.028 4.434
O -3.422 3.240 4.437
C -3.390 3.954 5.633
H -7.034 1.691 -1.159
H -7.263 3.048 -0.045
H -7.545 1.398 0.518
H -4.733 0.772 -0.748
H -5.283 -0.067 0.709
H -3.057 2.003 0.588
H -2.884 0.204 0.695
H -4.248 1.924 2.489
H -1.885 2.118 2.366
H -1.785 0.589 3.068
H -1.821 2.130 5.002
H -3.341 1.244 4.901
H -3.447 3.411 6.576
H -4.244 4.621 5.522
H -2.466 4.532 5.606
C -0.759 -2.484 2.345
O -1.002 -3.638 3.129
C -2.090 -3.491 4.015
C -2.372 -4.818 4.801
N -3.701 -4.995 5.402
C -3.647 -6.103 6.355
C -4.001 -7.483 5.762
O -4.035 -8.596 6.711
C -3.866 -9.892 6.105
H -0.545 -1.565 2.890
H -1.639 -2.189 1.773
H 0.060 -2.710 1.662
H -3.005 -3.228 3.484
H -1.980 -2.650 4.700
H -1.607 -4.699 5.569
H -2.087 -5.664 4.175
H -3.927 -4.113 5.841
H -4.364 -5.794 7.116
H -2.709 -6.133 6.909
H -3.278 -7.613 4.957
H -4.973 -7.399 5.278
H -4.765 -10.256 5.607
H -3.468 -10.650 6.781
H -3.159 -9.946 5.277
C 10.097 0.137 -0.131
O 9.468 0.539 -1.373
C 9.949 -0.314 -2.466
C 8.838 -0.736 -3.369
N 8.070 -1.720 -2.563
C 6.899 -2.196 -3.282
C 6.017 -3.054 -2.316
O 5.374 -2.119 -1.409
C 4.623 -2.625 -0.348
H 9.834 0.863 0.638
H 11.175 0.083 -0.284
H 9.785 -0.864 0.167
H 10.425 -1.234 -2.125
H 10.716 0.242 -3.005
H 9.306 -1.113 -4.279
H 8.201 0.096 -3.669
H 7.767 -1.154 -1.784
H 6.997 -2.738 -4.223
H 6.261 -1.357 -3.562
H 6.686 -3.815 -1.916
H 5.244 -3.539 -2.913
H 3.811 -3.135 -0.868
H 4.100 -1.813 0.157
H 5.155 -3.306 0.316
C 7.851 1.825 3.330
O 6.393 1.650 3.373
C 5.796 1.401 2.126
C 4.244 1.143 2.269
N 3.602 2.438 2.228
C 2.204 2.164 1.932
C 1.407 3.410 2.268
O 1.276 3.511 3.721
C 0.489 4.634 4.099
H 8.396 1.807 4.273
H 8.020 2.827 2.936
H 8.409 1.078 2.766
H 6.186 0.502 1.650
H 5.897 2.264 1.469
H 4.072 0.654 3.228
H 3.929 0.550 1.411
H 3.558 2.863 3.143
H 1.712 1.417 2.555
H 2.065 1.952 0.872
H 0.452 3.431 1.742
H 1.916 4.273 1.839
H 0.958 5.558 3.761
H 0.289 4.658 5.170
H -0.440 4.487 3.548

Lowest unoccupied orbital energy   -4.40 eV
Charge   +1
Kohn-Sham gap   5.41 eV

Results of the Mulliken charge analysis, in e, for atoms 1 through 6: 1.31, -0.46, 0.68, -1.05, 0.15, -0.08

The following is a DFT calculation (wB97M-V/def2-TZVPD) of a structure of composition C44H116F3N10O12Zn in a non-equilibrium geometry.

CARTESIAN COORDINATES (ANGSTROEM)
Zn 18.563 6.137 8.727
C 19.028 2.333 6.074
O 17.638 2.024 6.415
O 19.375 3.485 6.838
C 19.946 1.055 6.241
F 21.198 1.300 6.142
F 19.784 0.525 7.424
F 19.635 0.124 5.310
C 16.733 1.579 5.350
C 15.420 1.031 5.913
H 15.453 0.011 6.296
H 15.062 1.707 6.689
H 14.632 0.882 5.174
H 17.120 0.802 4.690
H 16.494 2.386 4.658
H 19.002 2.602 5.018
C 11.638 -6.068 5.796
C 11.163 -5.346 7.079
C 10.276 -6.236 7.961
O 9.047 -6.418 7.261
C 8.087 -7.248 8.039
N 12.289 -4.889 7.925
H 12.169 -7.010 5.937
H 12.386 -5.457 5.292
H 10.873 -6.393 5.091
H 10.645 -4.423 6.817
H 10.142 -5.743 8.924
H 10.700 -7.190 8.274
H 8.222 -8.328 7.990
H 7.172 -7.041 7.485
H 7.897 -6.919 9.061
H 11.788 -4.274 8.550
H 12.914 -4.267 7.433
C 23.071 1.758 14.271
C 23.222 1.748 12.759
C 24.448 0.868 12.353
O 25.625 1.099 13.143
C 26.652 0.146 13.203
N 22.005 1.378 12.151
H 22.874 0.787 14.726
H 22.226 2.350 14.624
H 23.977 2.156 14.729
H 23.365 2.807 12.543
H 24.690 0.995 11.297
H 24.142 -0.171 12.476
H 26.305 -0.744 13.728
H 27.456 0.592 13.789
H 27.064 -0.263 12.281
H 21.769 0.458 12.493
H 21.933 1.219 11.156
C 9.253 4.579 10.785
C 8.122 4.216 9.817
C 8.562 3.274 8.708
O 9.668 3.831 8.035
C 9.962 3.150 6.822
N 7.043 3.702 10.658
H 9.675 3.689 11.252
H 8.883 5.088 11.675
H 10.066 5.147 10.332
H 7.930 5.141 9.272
H 7.705 3.264 8.035
H 8.818 2.312 9.152
H 10.383 2.185 7.104
H 10.595 3.737 6.156
H 9.020 2.962 6.307
H 7.496 2.895 11.064
H 7.009 4.381 11.405
C 14.762 7.498 9.220
C 14.854 6.217 8.356
C 15.077 6.368 6.846
O 16.476 6.612 6.642
C 16.741 7.192 5.414
N 15.899 5.435 8.960
H 14.489 7.289 10.254
H 13.854 8.039 8.953
H 15.660 8.114 9.281
H 13.907 5.725 8.581
H 14.415 7.127 6.430
H 14.932 5.453 6.272
H 16.429 8.235 5.352
H 16.316 6.562 4.632
H 17.810 7.199 5.203
H 15.813 5.315 9.959
H 15.737 4.509 8.590
C 17.526 -2.918 10.595
C 18.713 -3.576 11.359
C 18.625 -3.295 12.860
O 19.031 -1.979 13.258
C 18.517 -1.443 14.494
N 18.638 -4.960 11.000
H 17.707 -2.629 9.559
H 17.262 -2.045 11.192
H 16.577 -3.451 10.553
H 19.693 -3.243 11.015
H 19.383 -3.964 13.268
H 17.662 -3.606 13.265
H 17.431 -1.417 14.406
H 18.925 -0.444 14.646
H 18.752 -2.088 15.340
H 19.572 -5.264 11.235
H 18.446 -5.104 10.018
C 21.104 -3.447 1.480
C 20.475 -2.257 0.715
C 18.939 -2.236 0.845
O 18.288 -1.311 0.002
C 16.890 -1.483 0.079
N 21.015 -0.939 1.165
H 22.119 -3.570 1.103
H 20.534 -4.372 1.396
H 21.136 -3.267 2.555
H 20.706 -2.420 -0.338
H 18.616 -2.072 1.873
H 18.559 -3.215 0.554
H 16.426 -0.719 -0.545
H 16.373 -1.328 1.026
H 16.516 -2.408 -0.358
H 20.812 -0.777 2.141
H 20.422 -0.263 0.704
C 8.632 3.357 -2.553
C 9.433 4.526 -2.041
C 10.956 4.197 -1.904
O 11.186 3.281 -0.793
C 10.982 3.826 0.487
N 9.223 5.695 -2.857
H 8.699 3.157 -3.622
H 7.562 3.398 -2.348
H 9.031 2.493 -2.022
H 9.081 4.771 -1.039
H 11.471 5.137 -1.703
H 11.402 3.739 -2.786
H 10.037 4.268 0.802
H 11.778 4.554 0.640
H 11.208 3.089 1.258
H 8.216 5.769 -2.888
H 9.536 6.459 -2.275
C 27.526 5.683 0.711
C 26.553 4.574 1.103
C 25.087 5.004 1.259
O 24.840 6.025 2.306
C 23.639 5.858 3.081
N 26.810 3.513 0.203
H 27.344 6.020 -0.309
H 28.543 5.292 0.743
H 27.486 6.527 1.399
H 26.774 4.129 2.073
H 24.420 4.176 1.497
H 24.662 5.322 0.307
H 23.656 6.650 3.830
H 23.708 4.897 3.589
H 22.704 5.958 2.529
H 26.199 2.744 0.440
H 27.719 3.218 0.531
C 27.818 -2.072 3.454
C 26.284 -2.039 3.238
C 25.633 -1.594 4.534
O 25.820 -2.582 5.541
C 24.763 -2.550 6.491
N 25.871 -1.135 2.205
H 28.290 -1.094 3.362
H 28.341 -2.669 2.707
H 28.113 -2.553 4.387
H 25.933 -3.069 3.165
H 24.557 -1.452 4.438
H 26.079 -0.652 4.853
H 24.930 -3.197 7.352
H 23.788 -2.803 6.077
H 24.630 -1.583 6.977
H 26.106 -1.544 1.312
H 24.879 -1.249 2.054
C 12.629 -3.495 14.737
C 11.845 -3.188 13.506
C 12.516 -2.178 12.553
O 11.524 -1.906 11.559
C 11.974 -0.898 10.674
N 11.586 -4.464 12.894
H 13.589 -3.942 14.477
H 12.121 -4.243 15.346
H 12.728 -2.590 15.337
H 11.008 -2.641 13.941
H 13.490 -2.564 12.252
H 12.632 -1.236 13.089
H 12.089 0.102 11.091
H 11.228 -0.896 9.879
H 12.871 -1.144 10.106
H 11.058 -4.286 12.052
H 12.430 -4.866 12.511

Energy above the lowest of the compared OMol25 structures with the same formula, charge and spin   359.4 kcal/mol
Lowest unoccupied orbital energy   -8.37 eV
Charge   +1
Kohn-Sham gap   2.00 eV

Results of the Mulliken charge analysis, in e, for atoms 1 through 6: 0.88, -0.03, -0.33, -0.54, 0.82, -0.25